Molecular formula: C8H18NO2
Method: DFT, the ωB97M-V functional and the def2-TZVPD basis

Properties
Total charge: +1
Relative energy (zero: lowest compared OMol25 entry of this formula, charge and spin): 251.2 kJ/mol
SMILES: CO[C@H](C)[C@@H](C=O)[N+](C)(C)C
Gap between HOMO and LUMO: 10.004 eV

CARTESIAN COORDINATES (ANGSTROEM)
O  -0.862  0.603  -1.894
O  0.430  -2.398  1.644
N  0.820  0.552  0.949
C  -0.414  -0.267  0.444
C  0.419  0.880  2.378
C  0.879  1.873  0.310
C  -0.412  -1.845  -1.793
C  -0.178  -0.451  -1.283
C  -2.231  0.506  -2.231
C  -0.422  -1.603  1.282
C  2.106  -0.125  0.926
H  -2.523  1.440  -2.576
H  0.883  -0.184  -1.518
H  -1.272  0.324  0.539
H  2.126  -1.046  1.514
H  -1.510  -1.658  1.690
H  1.482  2.524  0.921
H  -0.409  1.597  2.255
H  -2.546  -0.188  -3.114
H  -0.172  2.396  0.053
H  -2.781  0.293  -1.404
H  0.368  -2.466  -1.322
H  1.568  1.780  -0.491
H  0.096  -0.036  3.017
H  2.825  0.525  1.267
H  1.153  1.534  2.847
H  -1.386  -2.238  -1.486
H  -0.327  -1.880  -2.849
H  2.292  -0.442  -0.075

Here are the natural (NBO) charges for atoms 1 to 8, given in e: -0.5385, -0.4765, -0.2162, -0.1478, -0.4252, -0.4356, -0.6640, 0.1641

---

Molecular formula: C8H18NO3P
Method: DFT, the ωB97M-V functional and the def2-TZVPD basis

Properties
Total charge: -2
Relative energy (zero: lowest compared OMol25 entry of this formula, charge and spin): 214.0 kJ/mol
Gap between HOMO and LUMO: 4.921 eV

CARTESIAN COORDINATES (ANGSTROEM)
P  -1.737  3.899  -0.489
O  -1.187  5.283  -0.712
O  -3.026  3.804  0.226
O  -1.708  3.140  -1.896
N  -0.585  2.852  0.427
C  2.175  0.285  -0.702
C  -1.307  -0.398  -0.701
C  0.199  -3.071  -0.672
C  1.149  -0.686  -0.562
C  0.412  2.403  2.642
C  1.177  -2.003  -0.982
C  -0.200  3.550  1.575
C  -0.104  -0.264  0.155
H  -1.098  4.030  2.053
H  -2.104  0.289  -0.354
H  0.658  4.236  1.411
H  0.227  2.519  -0.116
H  -0.022  0.653  0.698
H  1.093  1.824  2.085
H  1.775  1.242  -0.561
H  -1.141  -0.064  -1.755
H  -0.303  -0.869  1.099
H  -0.827  3.081  -2.234
H  2.054  -2.447  -1.510
H  1.064  2.850  3.464
H  -0.141  -2.886  0.273
H  -1.676  -1.467  -0.546
H  -0.572  -3.296  -1.492
H  -0.335  1.843  3.096
H  0.746  -4.025  -0.579
H  2.944  0.176  -1.428

Here are the natural (NBO) charges for atoms 1 to 8, given in e: 2.4458, -1.2149, -1.1845, -1.0210, -0.9861, -0.8090, -0.6131, -0.6153

---

Molecular formula: C8H18S2
Method: DFT, the ωB97M-V functional and the def2-TZVPD basis

Properties
Relative energy (zero: lowest compared OMol25 entry of this formula, charge and spin): 0.7 kJ/mol
SMILES: C1CCCCC1.CCSS
Gap between HOMO and LUMO: 9.743 eV

CARTESIAN COORDINATES (ANGSTROEM)
S  -2.360  -0.979  1.486
S  -3.346  -1.595  -0.202
C  1.470  -1.955  -3.099
C  -3.462  -3.391  0.046
C  0.299  -1.296  -3.831
C  -2.128  -4.113  -0.042
C  1.743  0.110  -1.678
C  1.600  -1.413  -1.674
C  0.442  0.227  -3.835
C  0.572  0.769  -2.410
H  1.338  -3.054  -3.078
H  -3.965  -3.574  1.015
H  0.235  -1.676  -4.868
H  -4.150  -3.717  -0.757
H  -0.426  0.691  -4.341
H  -1.448  -3.758  0.751
H  -2.275  -5.199  0.081
H  2.685  0.380  -2.193
H  0.705  1.868  -2.430
H  2.405  -1.739  -3.651
H  -0.643  -1.566  -3.315
H  -1.653  -3.931  -1.021
H  2.468  -1.877  -1.167
H  1.807  0.490  -0.640
H  1.350  0.500  -4.406
H  0.692  -1.686  -1.102
H  -0.363  0.553  -1.857
H  -1.090  -1.102  1.046

Here are the natural (NBO) charges for atoms 1 to 8, given in e: -0.1405, 0.0962, -0.3988, -0.5345, -0.4005, -0.6265, -0.3991, -0.3979

---

Molecular formula: C8H19Br2F6NOP2
Method: DFT, the ωB97M-V functional and the def2-TZVPD basis

Properties
Gap between HOMO and LUMO: 7.317 eV

CARTESIAN COORDINATES (ANGSTROEM)
Br  2.669  1.921  -3.066
Br  2.578  3.501  0.037
P  -4.012  1.157  3.617
P  -0.469  2.214  -1.505
F  -4.487  2.603  3.951
F  -3.659  2.016  2.367
F  -5.451  0.667  3.960
F  -4.297  -0.031  2.651
F  -2.524  0.697  3.653
F  -3.658  0.987  5.126
O  -1.835  1.874  -2.285
N  0.466  0.680  -1.493
C  -0.452  -1.772  -1.177
C  1.980  0.887  -1.477
C  4.171  1.033  -0.011
C  0.914  -2.671  -1.299
C  -1.338  0.157  0.394
C  0.574  -4.267  -0.987
C  -0.020  -0.328  -0.452
C  2.566  1.498  -0.074
H  -1.159  1.104  1.079
H  0.262  0.223  -2.433
H  4.552  0.876  1.094
H  4.767  1.931  -0.525
H  -2.313  0.264  -0.286
H  -0.678  2.797  -0.206
H  2.442  -0.208  -1.591
H  -0.302  -4.689  -1.639
H  1.560  -4.857  -1.303
H  4.396  0.089  -0.675
H  0.164  3.263  -2.317
H  0.415  -4.480  0.157
H  1.772  -2.372  -0.550
H  1.374  -2.570  -2.381
H  -1.596  -0.728  1.151
H  0.810  -0.627  0.335
H  -1.283  -2.323  -0.521
H  -0.983  -1.566  -2.223
H  2.083  1.053  0.902

Here are the natural (NBO) charges for atoms 1 to 8, given in e: 0.0953, 0.0542, 2.6641, 1.4685, -0.6039, -0.6163, -0.6028, -0.6126

---

Molecular formula: C8H19Cl10O4P
Method: DFT, the ωB97M-V functional and the def2-TZVPD basis

Properties
Relative energy (zero: lowest compared OMol25 entry of this formula, charge and spin): 33.7 kJ/mol
SMILES: COP(=O)(OC)OC.ClCCl.ClCCl.ClCCl.ClCCl.ClCCl
Gap between HOMO and LUMO: 11.078 eV

CARTESIAN COORDINATES (ANGSTROEM)
Cl  25.499  33.277  5.792
Cl  28.373  35.300  6.559
Cl  26.419  31.523  8.586
Cl  27.127  35.959  1.791
Cl  27.687  36.585  9.126
Cl  19.816  36.066  8.122
Cl  21.188  33.801  6.786
Cl  24.756  35.934  4.587
Cl  27.745  29.167  7.144
Cl  28.575  38.353  2.327
P  22.050  34.636  1.099
O  21.018  33.846  0.145
O  21.829  34.242  2.506
O  21.695  36.168  0.784
O  23.544  34.400  0.506
C  27.583  30.998  7.316
C  21.233  35.533  7.126
C  24.431  33.404  0.841
C  28.084  36.867  3.018
C  19.616  33.836  0.253
C  21.993  37.127  1.777
C  27.481  35.152  8.148
C  24.373  34.166  4.680
H  22.535  37.884  1.209
H  21.338  36.076  6.187
H  27.425  37.090  3.857
H  28.573  31.412  7.510
H  25.420  33.863  0.834
H  22.621  36.778  2.596
H  26.416  35.112  7.921
H  19.234  34.171  -0.712
H  28.997  36.322  3.261
H  19.360  34.513  1.068
H  21.043  37.566  2.083
H  23.344  34.015  5.005
H  24.585  32.722  0.005
H  27.308  31.390  6.337
H  22.114  35.764  7.724
H  24.515  33.719  3.695
H  19.296  32.799  0.344
H  24.245  32.853  1.763
H  27.775  34.262  8.705

Here are the natural (NBO) charges for atoms 1 to 8, given in e: -0.0700, -0.0688, -0.0268, -0.0630, -0.0080, -0.0404, -0.0135, -0.0580

---

Molecular formula: C8H19ClSi
Method: DFT, the ωB97M-V functional and the def2-TZVPD basis

Properties
Relative energy (zero: lowest compared OMol25 entry of this formula, charge and spin): 630.6 kJ/mol
Gap between HOMO and LUMO (alpha / beta): 8.099 / 6.419 eV

CARTESIAN COORDINATES (ANGSTROEM)
Cl  -4.005  -0.968  -0.141
Si  -2.701  0.239  0.850
C  0.562  -1.210  -1.349
C  2.293  -2.443  1.174
C  0.903  2.124  0.516
C  1.605  0.815  -0.083
C  -0.193  -0.209  -2.307
C  1.142  -1.300  1.167
C  0.934  -0.520  -0.105
C  -3.327  1.979  0.310
H  -3.679  1.824  -0.807
H  1.335  -1.511  -2.040
H  0.153  -1.941  1.341
H  2.561  0.565  0.601
H  0.251  2.585  -0.320
H  -1.132  -0.159  -1.970
H  -0.378  -0.529  -3.269
H  0.033  -2.146  -0.985
H  2.419  -3.047  2.035
H  0.391  1.780  1.309
H  -2.862  -0.255  2.165
H  1.262  -0.516  2.060
H  1.649  2.778  0.728
H  3.153  -1.879  0.922
H  -2.572  2.768  0.278
H  -4.047  2.326  0.978
H  1.844  1.200  -0.995
H  2.203  -3.067  0.376
H  0.200  0.716  -2.439

Here are the natural (NBO) charges for atoms 1 to 8, given in e: -0.4193, 0.9857, -0.4833, -0.6014, -0.5699, -0.4542, -0.5897, -0.4593

---

Molecular formula: C8H19FNO2
Method: DFT, the ωB97M-V functional and the def2-TZVPD basis

Properties
Total charge: -1
Relative energy (zero: lowest compared OMol25 entry of this formula, charge and spin): 185.4 kJ/mol
Gap between HOMO and LUMO: 4.281 eV

CARTESIAN COORDINATES (ANGSTROEM)
F  0.394  -2.907  1.849
O  3.016  -4.079  2.337
O  1.299  -1.404  -0.528
N  -1.874  -2.566  1.172
C  -0.471  -2.079  1.161
C  -1.353  1.727  -0.064
C  1.561  -0.096  -0.016
C  1.607  1.050  -1.106
C  -0.699  2.614  1.075
C  -0.051  -1.814  -0.343
C  -0.833  2.043  -1.525
C  0.329  1.112  -2.053
H  2.091  -3.847  2.261
H  2.560  1.057  -1.705
H  -0.525  3.669  0.735
H  0.275  2.185  1.457
H  0.873  0.241  0.801
H  -0.496  3.118  -1.527
H  -0.014  0.078  -2.352
H  1.603  2.030  -0.531
H  -1.907  -3.583  1.091
H  -0.497  -1.099  1.728
H  -1.701  1.964  -2.238
H  -2.463  1.961  -0.050
H  2.593  -0.142  0.448
H  -2.386  -2.124  0.402
H  -0.146  -2.814  -0.868
H  -0.822  -1.142  -0.812
H  0.693  1.582  -3.020
H  -1.263  0.656  0.252
H  -1.395  2.607  1.967

Here are the natural (NBO) charges for atoms 1 to 8, given in e: -0.3201, -1.3796, -0.5143, -0.8736, 0.3463, -0.4159, -0.0805, -0.4278